Record 1
A structure of composition C38H44Li2O18S at a distorted geometry. Source: the Open Molecules 2025 dataset; level of theory: the ωB97M-V functional and the def2-TZVPD basis.

E_tot, eV: -88211.3307
Relative energy (zero: lowest compared OMol25 entry of this formula, charge and spin), kcal per mole: 46.7
LUMO energy, Eh: -0.024

The geometry in XYZ format:
```
103
C38H44Li2O18S, DFT the ωB97M-V functional and the def2-TZVPD basis
O -0.61 0.02 -2.59
C 4.30 2.61 -0.65
C -1.82 -4.30 4.66
C 3.20 -3.63 -5.31
O 5.32 4.80 -0.22
H 2.83 2.89 3.74
C -0.43 2.48 -5.37
C 0.14 5.66 1.50
H -5.30 -2.92 3.28
C -0.26 1.11 -3.35
H 3.05 -0.37 1.39
C 4.33 1.12 1.39
C -1.23 5.70 1.28
C 5.21 1.90 2.07
C 0.94 4.63 1.28
C -6.36 -0.80 0.64
H 2.96 -1.77 -6.47
C 5.43 3.22 1.44
H 3.43 1.54 4.99
O 0.55 -3.65 -0.13
O 1.45 1.98 4.86
C -3.85 -1.67 -0.35
H -4.86 -3.54 -1.11
C 1.08 3.22 -3.59
O 3.87 -0.07 1.82
H 2.18 4.61 1.27
H 4.24 2.78 -1.69
O -1.52 2.27 -0.11
H 1.00 -0.98 -2.27
H 0.10 -3.03 0.60
H 2.38 -3.86 -1.98
O 0.05 -0.02 2.37
C -0.73 1.31 -4.66
C -3.17 -3.33 2.93
Li 2.03 -2.45 -0.15
H -3.05 0.33 0.54
C 2.60 1.90 4.31
H -0.50 -5.25 0.29
C -4.17 -3.78 5.02
C -1.00 3.43 0.37
C 2.57 -3.54 -3.02
S 0.11 -0.57 1.04
H -3.06 4.62 0.28
O 3.59 -4.35 -6.32
O -5.23 -3.75 5.89
H 1.56 4.05 -3.24
H -5.24 -4.42 6.51
H -2.64 -4.36 6.50
C -4.98 -2.45 -0.61
H -0.78 -4.44 4.93
H -1.44 0.67 -5.20
H 6.29 3.91 1.87
C 0.38 3.52 0.49
O 1.47 -1.59 -2.08
H -0.40 0.08 -1.64
H -3.36 -3.12 1.86
C 2.84 -2.26 -5.51
O 0.95 4.42 -5.62
H -1.81 6.53 1.22
H -5.36 0.73 1.58
C -4.30 -3.27 3.77
O -0.70 -1.73 1.03
C 5.00 3.50 0.12
H 3.58 -3.85 -7.08
Li -0.19 0.92 3.76
C -2.95 -4.23 5.54
H -7.22 -2.63 -0.16
C -3.96 -0.52 0.39
H 1.10 2.03 -1.78
H -1.92 -1.92 0.03
O -2.67 -2.07 -0.74
C 3.93 1.34 -0.01
H 1.98 -0.70 -4.52
H 5.18 5.40 0.62
O 1.45 -1.07 0.78
H 5.72 1.73 3.03
O -0.26 0.21 -0.07
H 2.35 1.37 3.52
C -0.16 -4.76 -0.66
H -1.19 1.35 -0.23
O -0.83 -3.86 2.49
O -7.56 -0.38 1.14
C -6.27 -2.00 -0.07
H 3.33 -5.24 -3.67
C 3.19 -4.20 -3.99
C 0.42 3.33 -4.89
C 0.69 2.09 -2.84
H 0.50 4.37 -6.51
H 1.04 2.70 0.01
H 0.18 -5.48 -1.33
H 3.42 0.53 -0.51
C -1.85 4.59 0.57
H 1.37 2.90 5.16
H -7.65 0.58 1.60
H -0.89 -3.12 1.89
O 0.72 6.92 1.88
C -1.97 -3.81 3.33
H -1.26 -4.45 -1.00
H -1.06 2.56 -6.33
H 1.35 7.22 1.22
C 2.12 -2.27 -3.12
C 2.21 -1.71 -4.35
C -5.23 -0.09 1.01
```

These are the Mulliken partial charges, in e, on atoms 1 to 99: number 1, O, carries -0.622; number 2, C, carries -0.824; number 3, C, carries -0.499; number 4, C, carries 0.900; number 5, O, carries -0.624; number 6, H, carries 0.264; number 7, C, carries -0.665; number 8, C, carries 0.890; number 9, H, carries 0.280; number 10, C, carries -0.396; number 11, H, carries 0.205; number 12, C, carries 0.459; number 13, C, carries -0.742; number 14, C, carries -0.681; number 15, C, carries -0.851; number 16, C, carries 0.879; number 17, H, carries 0.317; number 18, C, carries -0.273; number 19, H, carries 0.210; number 20, O, carries -0.652; number 21, O, carries -0.477; number 22, C, carries -0.173; number 23, H, carries 0.194; number 24, C, carries -1.112; number 25, O, carries -0.666; number 26, H, carries -0.126; number 27, H, carries 0.563; number 28, O, carries -0.488; number 29, H, carries 0.189; number 30, H, carries 0.438; number 31, H, carries -0.201; number 32, O, carries -0.501; number 33, C, carries -0.588; number 34, C, carries 0.271; number 35, Li, carries 0.843; number 36, H, carries -0.168; number 37, C, carries -0.003; number 38, H, carries 0.313; number 39, C, carries 0.704; number 40, C, carries 0.246; number 41, C, carries -0.137; number 42, S, carries 1.393; number 43, H, carries 0.240; number 44, O, carries -0.493; number 45, O, carries -0.543; number 46, H, carries 0.670; number 47, H, carries 0.298; number 48, H, carries 0.422; number 49, C, carries -0.141; number 50, H, carries 0.352; number 51, H, carries 0.398; number 52, H, carries 0.299; number 53, C, carries 1.250; number 54, O, carries 0.132; number 55, H, carries 0.625; number 56, H, carries 0.190; number 57, C, carries -0.922; number 58, O, carries -0.569; number 59, H, carries 0.471; number 60, H, carries 0.542; number 61, C, carries -0.530; number 62, O, carries -0.458; number 63, C, carries 0.550; number 64, H, carries 0.274; number 65, Li, carries 0.756; number 66, C, carries -0.658; number 67, H, carries 0.281; number 68, C, carries 0.850; number 69, H, carries 0.196; number 70, H, carries 0.115; number 71, O, carries -0.430; number 72, C, carries -0.400; number 73, H, carries 0.397; number 74, H, carries 0.368; number 75, O, carries -1.016; number 76, H, carries 0.431; number 77, O, carries -0.915; number 78, H, carries -0.274; number 79, C, carries -0.879; number 80, H, carries 0.321; number 81, O, carries -0.606; number 82, O, carries -0.640; number 83, C, carries -0.609; number 84, H, carries 0.339; number 85, C, carries -0.986; number 86, C, carries 0.815; number 87, C, carries 0.718; number 88, H, carries 0.294; number 89, H, carries -0.450; number 90, H, carries 0.497; number 91, H, carries 0.501; number 92, C, carries -0.529; number 93, H, carries 0.323; number 94, H, carries 0.344; number 95, H, carries 0.566; number 96, O, carries -0.578; number 97, C, carries -0.105; number 98, H, carries 0.154; number 99, H, carries 0.172

Record 2
A structure of composition C4H10NO2 at a distorted geometry. Source: the Open Molecules 2025 dataset; level of theory: the ωB97M-V functional and the def2-TZVPD basis.

Total charge: +1
E_tot, eV: -9884.2852
Relative energy (zero: lowest compared OMol25 entry of this formula, charge and spin), kcal per mole: 122.3
LUMO energy, Eh: -0.127

The geometry in XYZ format:
```
17
C4H10NO2, DFT the ωB97M-V functional and the def2-TZVPD basis
H 0.20 -1.69 0.09
C 2.09 1.45 0.12
H 1.61 -2.53 0.65
O 2.74 0.59 -0.31
H 2.26 2.45 0.52
H 1.96 -0.95 -0.30
N 1.29 -1.79 -0.04
O -1.33 -1.01 0.19
H -3.28 0.91 -0.83
C -1.39 0.40 -0.12
H 0.41 0.58 1.27
H -2.12 2.25 -0.68
H 1.28 -2.46 -0.88
C -2.35 1.22 -0.48
H -0.13 2.18 0.54
C 0.28 1.20 0.34
H -2.23 -1.37 0.37
```

Per-atom Mulliken charges, elementary charge units: number 1, H, carries 0.321; number 2, C, carries 0.251; number 3, H, carries 0.413; number 4, O, carries -0.531; number 5, H, carries 0.350; number 6, H, carries 0.366; number 7, N, carries -0.452; number 8, O, carries -0.598; number 9, H, carries 0.332; number 10, C, carries 0.650; number 11, H, carries 0.369; number 12, H, carries 0.272; number 13, H, carries 0.452; number 14, C, carries -0.811; number 15, H, carries 0.346; number 16, C, carries -1.046; number 17, H, carries 0.316

Record 3
A cluster of 2 separate species, C5H5NO in total at a distorted geometry. Source: the Open Molecules 2025 dataset; level of theory: the ωB97M-V functional and the def2-TZVPD basis.

E_tot, eV: -8797.8910
Relative energy (zero: lowest compared OMol25 entry of this formula, charge and spin), kcal per mole: 127.5
LUMO energy, Eh: -0.018

The geometry in XYZ format:
```
12
C5H5NO, DFT the ωB97M-V functional and the def2-TZVPD basis
C -0.63 0.47 0.13
H 0.06 1.40 -1.68
H 0.27 0.45 2.84
C 0.21 -0.70 -2.05
H 0.69 0.74 2.29
C -1.06 -0.71 0.66
H -1.20 1.36 0.42
H 1.36 -0.48 0.36
C 0.22 0.46 -1.16
N 0.29 -1.61 -2.75
O -1.35 -1.68 1.20
C 0.97 0.51 0.10
```

Per-atom Mulliken charges, elementary charge units: number 1, C, carries -0.485; number 2, H, carries 0.358; number 3, H, carries 0.151; number 4, C, carries 0.037; number 5, H, carries -0.108; number 6, C, carries 0.666; number 7, H, carries 0.280; number 8, H, carries 0.293; number 9, C, carries 0.053; number 10, N, carries -0.396; number 11, O, carries -0.254; number 12, C, carries -0.596

Record 4
A cluster of 15 separate species, C28H42BCl30N3O4 in total at a distorted geometry. Source: the Open Molecules 2025 dataset; level of theory: the ωB97M-V functional and the def2-TZVPD basis.

E_tot, eV: -418727.3919
Relative energy (zero: lowest compared OMol25 entry of this formula, charge and spin), kcal per mole: 0.0
LUMO energy, Eh: 0.004

The geometry in XYZ format:
```
108
C28H42BCl30N3O4, DFT the ωB97M-V functional and the def2-TZVPD basis
C 4.84 -5.99 -4.38
H -1.96 0.38 4.74
H -7.57 8.63 -1.05
Cl 0.69 -1.37 4.60
Cl 3.52 -3.12 -2.73
H -4.72 8.28 3.64
Cl 5.20 7.59 -2.61
H -1.35 -6.13 4.36
O -0.18 2.53 -1.43
C -2.49 -1.60 -1.25
H 6.07 -8.50 1.82
C 1.08 2.77 -0.80
Cl 5.23 -7.00 0.22
C -3.74 -2.91 -2.87
C -1.25 0.55 -0.21
Cl 2.21 -5.64 1.59
C -4.74 7.33 3.12
H -6.86 10.15 -1.66
H -2.09 3.11 -6.45
Cl -1.51 -7.25 6.42
Cl 7.08 -5.74 6.34
H -4.65 -3.01 -3.46
H 1.19 -2.83 6.38
O -3.01 -1.66 1.70
Cl -2.72 4.64 -4.78
H -5.21 4.50 1.44
H -4.93 4.31 -0.27
O -0.17 0.50 -2.62
Cl 7.25 -6.51 2.27
H -1.01 2.15 1.16
Cl -0.26 7.10 -0.54
Cl 3.96 -5.20 -5.69
H -0.74 0.79 -3.37
Cl 2.41 -3.80 -8.12
Cl -4.92 7.64 1.39
C -0.96 -5.95 5.35
C -1.46 -2.58 -1.31
Cl 9.88 -6.58 6.41
H 5.38 -5.24 -3.81
Cl 3.75 -6.86 -3.28
C -3.59 -1.82 -2.05
H -0.59 -2.49 -0.70
Cl -2.22 -0.48 6.92
C -7.00 9.09 -1.85
H 8.97 -4.58 5.57
Cl 7.12 8.20 -0.49
H 5.03 -7.25 2.54
H 5.06 7.07 -0.33
C 2.30 -2.18 -3.62
Cl 0.70 -2.32 -2.88
Cl -3.39 2.53 -1.40
Cl -2.13 1.79 -4.50
N -0.34 -0.28 0.70
C 5.82 -7.44 1.82
N -2.79 -3.83 -2.96
H -4.41 -1.10 -2.00
H 0.23 -1.43 6.91
H 2.26 -2.55 -4.64
Cl -1.52 -4.37 5.90
C 8.66 -5.62 5.56
H -1.00 -4.43 -2.24
O 1.89 -0.64 -0.01
H -3.14 -0.95 4.79
C -1.81 3.28 -5.41
H -3.43 0.11 -0.60
Cl 0.18 -4.62 -0.29
C 0.65 -3.94 -7.96
C -1.86 1.57 0.81
C 1.83 -5.22 -0.09
H -3.37 0.93 2.13
H 1.60 7.88 0.67
H 0.13 -5.95 5.34
H 8.58 -5.98 4.54
H 2.60 -1.14 -3.61
Cl -4.11 1.11 5.38
H 6.30 6.10 -1.17
C -2.69 -0.64 1.17
H -4.02 5.53 0.70
Cl -5.41 8.32 -1.92
C 5.86 7.09 -1.06
C -1.73 -3.65 -2.18
C -2.89 2.55 0.27
H 1.00 2.70 0.30
C -2.78 -0.05 5.30
Cl -7.89 8.89 -3.37
H 0.92 6.39 1.36
H 1.84 2.06 -1.14
Cl -2.92 3.60 2.72
N -2.46 0.64 1.79
H 1.96 -6.11 -0.70
H 2.52 -4.45 -0.41
H 1.45 3.77 -1.02
H -3.81 6.79 3.28
H 5.54 -6.70 -4.81
C -2.48 -0.38 -0.36
H -0.75 3.50 -5.34
Cl 2.43 5.95 -0.39
B -0.51 1.18 -1.49
C -3.42 3.49 1.05
C 0.82 -0.41 0.33
Cl -6.07 6.35 3.75
Cl 2.53 -0.94 6.84
H 0.37 -4.99 -8.06
C -4.43 4.52 0.67
C 1.19 6.90 0.45
H 0.18 -3.35 -8.74
C 1.05 -1.75 6.29
Cl 0.12 -3.36 -6.38
```

These are the Mulliken partial charges, in e, on atoms 1 to 99: number 1, C, carries -0.402; number 2, H, carries 0.095; number 3, H, carries 0.258; number 4, Cl, carries 0.002; number 5, Cl, carries -0.163; number 6, H, carries 0.343; number 7, Cl, carries -0.145; number 8, H, carries 0.250; number 9, O, carries -0.921; number 10, C, carries -0.819; number 11, H, carries 0.298; number 12, C, carries -0.101; number 13, Cl, carries -0.084; number 14, C, carries -0.724; number 15, C, carries 1.787; number 16, Cl, carries -0.159; number 17, C, carries -0.258; number 18, H, carries 0.303; number 19, H, carries 0.360; number 20, Cl, carries -0.164; number 21, Cl, carries -0.143; number 22, H, carries 0.384; number 23, H, carries 0.230; number 24, O, carries -0.677; number 25, Cl, carries -0.122; number 26, H, carries 0.272; number 27, H, carries 0.423; number 28, O, carries -0.299; number 29, Cl, carries -0.190; number 30, H, carries 0.633; number 31, Cl, carries -0.124; number 32, Cl, carries -0.064; number 33, H, carries -0.316; number 34, Cl, carries -0.161; number 35, Cl, carries -0.099; number 36, C, carries -0.198; number 37, C, carries -0.788; number 38, Cl, carries -0.162; number 39, H, carries 0.219; number 40, Cl, carries -0.126; number 41, C, carries -0.186; number 42, H, carries 0.871; number 43, Cl, carries -0.211; number 44, C, carries -0.276; number 45, H, carries 0.275; number 46, Cl, carries -0.160; number 47, H, carries 0.202; number 48, H, carries 0.119; number 49, C, carries -0.252; number 50, Cl, carries 0.306; number 51, Cl, carries -0.235; number 52, Cl, carries -0.025; number 53, N, carries -0.858; number 54, C, carries -0.254; number 55, N, carries -0.694; number 56, H, carries 0.394; number 57, H, carries 0.034; number 58, H, carries 0.056; number 59, Cl, carries -0.093; number 60, C, carries 0.130; number 61, H, carries 0.536; number 62, O, carries -0.526; number 63, H, carries 0.220; number 64, C, carries -0.391; number 65, H, carries 0.526; number 66, Cl, carries -0.047; number 67, C, carries -0.361; number 68, C, carries -0.748; number 69, C, carries -0.063; number 70, H, carries 0.484; number 71, H, carries 0.350; number 72, H, carries 0.218; number 73, H, carries -0.071; number 74, H, carries 0.283; number 75, Cl, carries -0.188; number 76, H, carries 0.283; number 77, C, carries 0.081; number 78, H, carries -0.031; number 79, Cl, carries -0.126; number 80, C, carries -0.107; number 81, C, carries 0.363; number 82, C, carries -0.388; number 83, H, carries 0.268; number 84, C, carries 0.062; number 85, Cl, carries -0.158; number 86, H, carries 0.261; number 87, H, carries 0.317; number 88, Cl, carries -0.160; number 89, N, carries 0.282; number 90, H, carries 0.247; number 91, H, carries 0.067; number 92, H, carries -0.387; number 93, H, carries 0.188; number 94, H, carries 0.374; number 95, C, carries -0.831; number 96, H, carries 0.237; number 97, Cl, carries -0.166; number 98, B, carries 1.049; number 99, C, carries 0.993